Version w
Below is 2 unconnected molecules or ions with the total composition CH5ClNOP, with properties calculated with the ωB97M-V functional and the def2-TZVPD basis.

Properties
Kohn-Sham gap in eV: 10.361
Lowest unoccupied orbital energy in eV: 0.0198

Structure (ORCA input):
```
! wB97M-V def2-TZVPD RIJCOSX def2/J DEFGRID3
* xyz 0 1
C -1.63171 -0.34530 -0.32075
N -0.22380 0.27790 1.83137
O 1.14910 0.75308 -0.49926
P 0.00494 0.30626 0.28969
Cl 3.33411 -0.59418 -1.01984
H -1.49151 -1.39309 -0.76712
H -2.35514 -0.34177 0.45623
H -1.72593 0.19017 -1.18894
H 2.36904 0.37909 -1.21757
H 0.57089 0.76784 2.43618
*
```


Version x
Below is 2 unconnected molecules or ions with the total composition CH5ClNOP, with properties calculated with the ωB97M-V functional and the def2-TZVPD basis.

Properties
Kohn-Sham gap (spin up / spin down) in eV: 7.226 / 7.913
Lowest unoccupied orbital energy (spin up / spin down) in eV: -0.9928 / -0.9469

Structure (ORCA input):
```
! wB97M-V def2-TZVPD RIJCOSX def2/J DEFGRID3
* xyz 0 1
C 1.60414 0.85039 -0.66018
N -1.71363 -0.44871 0.75378
O 1.39395 -0.11794 0.26356
P -0.61284 -1.51114 -0.03524
Cl -2.77145 0.50026 -0.16953
H 0.80253 1.04748 -1.37995
H 2.51323 0.66149 -1.40156
H 1.43779 1.82573 -0.17527
H -2.15109 -0.70417 1.59056
H -0.50262 -2.10339 1.21384
*
```


Stability order, top to bottom: version w, version x


Version w
Below is a molecular structure, C25H35BF2HgN9SSi, with properties calculated with the ωB97M-V functional and the def2-TZVPD basis.

Properties
Kohn-Sham gap (spin up / spin down) in eV: 4.617 / 5.798
Lowest unoccupied orbital energy (spin up / spin down) in eV: 4.3675 / 4.3645

Structure (ORCA input):
```
! wB97M-V def2-TZVPD RIJCOSX def2/J DEFGRID3
* xyz -2 2
Hg -0.94222 -0.23824 1.85235
N -5.25227 0.42733 3.32020
C -3.92198 0.52724 2.86591
S -3.43273 -0.69980 1.72390
N -3.24244 1.52188 3.30666
N -1.96857 1.67072 2.80141
C -1.35718 2.76454 3.25405
C -0.04937 3.14486 2.88790
C 0.56043 4.29916 3.46125
C 1.83840 4.63972 3.12091
C 2.54481 3.84324 2.19550
C 1.88514 2.74769 1.66166
N 0.64145 2.39236 1.97106
H -5.53694 -0.53530 3.42528
H -5.36640 0.95659 4.17477
H -1.90114 3.40204 3.94656
H -0.00595 4.88919 4.17421
H 2.30257 5.51590 3.56200
H 3.55918 4.07004 1.89610
H 2.37128 2.11307 0.92481
N -1.20556 1.61338 -0.26772
C -1.24171 1.86692 -1.71072
C 0.08324 2.35716 -2.29587
C 1.07169 1.22381 -2.54856
N 1.50483 0.60683 -1.30233
H -1.99373 2.01152 0.22713
H -0.37705 2.00013 0.18038
H -2.03912 2.58138 -1.94582
H -1.49341 0.93874 -2.23591
H 0.53736 3.10194 -1.63359
H -0.13058 2.84864 -3.25086
H 1.96054 1.61909 -3.05054
H 0.60460 0.50873 -3.24272
H 2.07253 -0.21105 -1.50931
H 0.70114 0.23998 -0.79898
N -1.46690 -4.42033 -5.87437
C -1.72074 -3.75299 -4.97254
C -2.11667 -2.91024 -3.87623
C -3.45847 -2.56362 -3.74286
C -3.82924 -1.76250 -2.68179
C -2.84364 -1.34807 -1.79346
N -1.56254 -1.68168 -1.91666
C -1.18554 -2.44311 -2.94085
H -4.18390 -2.92124 -4.46311
H -4.85767 -1.46379 -2.53018
H -3.09380 -0.72448 -0.94070
H -0.11313 -2.66252 -3.02448
F 1.38988 -1.80504 3.06224
B 1.04876 -0.97173 2.06959
F 2.07981 -0.55299 1.34556
C 1.34044 -1.64686 -5.66303
Si 2.68986 -2.27939 -4.50448
C 3.48036 -3.72916 -5.45148
C 4.03056 -0.93514 -4.44947
N 1.99884 -2.63009 -3.01991
C 2.50728 -3.26002 -1.94478
C 3.82667 -3.78797 -1.85372
C 4.28502 -4.45349 -0.72859
C 3.47309 -4.64027 0.38486
C 2.17905 -4.11992 0.33660
C 1.71280 -3.45114 -0.77594
H 1.75780 -1.13619 -6.53632
H 0.68476 -0.94627 -5.14047
H 0.72808 -2.47788 -6.02233
H 3.73163 -3.43502 -6.47613
H 2.77486 -4.56296 -5.50290
H 4.39220 -4.09329 -4.97206
H 4.47607 -0.76689 -5.43599
H 4.83083 -1.21456 -3.75893
H 3.60901 0.01248 -4.10359
H 4.49446 -3.66075 -2.69968
H 5.30419 -4.83094 -0.72166
H 3.83702 -5.15226 1.26722
H 1.52619 -4.22625 1.19736
H 0.71095 -3.03276 -0.77627
*
```


Version x
Below is a molecular structure, C25H35BF2HgN9SSi, with properties calculated with the ωB97M-V functional and the def2-TZVPD basis.

Properties
Kohn-Sham gap (spin up / spin down) in eV: 4.813 / 5.901
Lowest unoccupied orbital energy (spin up / spin down) in eV: 4.3847 / 4.3831

Structure (ORCA input):
```
! wB97M-V def2-TZVPD RIJCOSX def2/J DEFGRID3
* xyz -2 2
Hg -2.50915 0.71461 -0.15283
N -6.35759 -1.01390 2.27908
C -5.18775 -0.78220 1.53137
S -3.82250 -0.21001 2.44175
N -5.30894 -1.03532 0.26983
N -4.24653 -0.73376 -0.55043
C -4.33298 -1.26705 -1.76173
C -3.39118 -1.00408 -2.76920
C -3.47487 -1.59582 -4.06294
C -2.53741 -1.30609 -5.00935
C -1.48409 -0.41030 -4.70363
C -1.45922 0.12344 -3.43164
N -2.35433 -0.14699 -2.48422
H -6.14430 -1.27408 3.22927
H -6.97214 -1.66431 1.80776
H -5.17712 -1.91724 -1.97405
H -4.28972 -2.28017 -4.27251
H -2.59610 -1.76401 -5.99077
H -0.71312 -0.16506 -5.41994
H -0.66436 0.80334 -3.13495
N 1.31248 0.04147 -0.51388
C 1.31477 -1.17914 -1.31390
C 0.70632 -2.38114 -0.60027
C -0.81271 -2.39238 -0.47412
N -1.29960 -1.35648 0.45482
H 0.42151 0.52120 -0.56070
H 2.05914 0.65100 -0.85079
H 2.35918 -1.40027 -1.54188
H 0.80916 -1.06383 -2.28365
H 1.14519 -2.45610 0.40279
H 1.00419 -3.28193 -1.14710
H -1.12108 -3.38254 -0.11796
H -1.27710 -2.24158 -1.45138
H -0.59376 -1.19160 1.17056
H -2.12381 -1.66763 0.96394
N 4.59223 0.31548 5.19780
C 3.56305 0.42597 4.69649
C 2.26261 0.58905 4.11012
C 1.66811 1.84769 4.03504
C 0.40992 1.94539 3.48161
C -0.20972 0.78711 3.02422
N 0.35772 -0.41721 3.08543
C 1.57328 -0.50874 3.60702
H 2.20749 2.71995 4.37941
H -0.08795 2.89721 3.37289
H -1.19991 0.82554 2.57567
H 2.02975 -1.49177 3.62698
F -2.34135 3.71779 -0.77307
B -1.92130 2.75739 0.06311
F -1.14426 3.24979 1.04152
C 3.94910 2.06080 1.29375
Si 4.82110 0.72886 0.28705
C 6.68266 1.06884 0.48368
C 4.47782 -0.90984 1.17615
N 4.20056 0.79394 -1.27304
C 4.52520 0.07680 -2.35621
C 5.58498 -0.87910 -2.43210
C 5.86187 -1.59284 -3.58486
C 5.11709 -1.41871 -4.74764
C 4.07089 -0.49433 -4.70967
C 3.78441 0.22546 -3.56861
H 4.29509 2.10818 2.33106
H 2.87769 1.84094 1.28926
H 4.09050 3.04336 0.83597
H 6.94979 1.14396 1.54273
H 6.94494 2.01286 -0.00268
H 7.29769 0.28472 0.03509
H 4.84626 -0.91113 2.20767
H 4.93734 -1.74951 0.64681
H 3.39541 -1.06903 1.18798
H 6.18812 -1.04945 -1.54594
H 6.68016 -2.30828 -3.57400
H 5.33454 -1.98520 -5.64502
H 3.46009 -0.33988 -5.59473
H 2.96264 0.93361 -3.55620
*
```


Stability order, top to bottom: version x, version w


Version w
Below is a single C6H6O2 molecule, with properties calculated with the ωB97M-V functional and the def2-TZVPD basis.

Properties
Kohn-Sham gap in eV: 7.992
Structure (SMILES): C=C(C=O)C1=C(O)C1
Lowest unoccupied orbital energy in eV: 0.1237

Structure (ORCA input):
```
! wB97M-V def2-TZVPD RIJCOSX def2/J DEFGRID3
* xyz 0 1
C 0.30003 -1.31457 1.27730
C -0.78383 -1.59468 0.34048
C -0.29684 -0.29892 0.26740
C -0.24673 0.90890 -0.36877
C 1.51375 0.91548 -0.43611
C -0.92129 2.04511 -0.46166
O -0.94616 -2.64747 -0.48952
O 2.20307 0.18979 -1.07045
H -1.53351 -2.40444 -1.21528
H 1.29485 -1.72245 1.11229
H 0.06012 -1.08595 2.31102
H 1.79389 1.97943 -0.22274
H -1.80789 2.22459 0.12707
H -0.62944 2.80518 -1.17103
*
```


Version x
Below is a single C6H6O2 molecule, with properties calculated with the ωB97M-V functional and the def2-TZVPD basis.

Properties
Kohn-Sham gap in eV: 9.101
Structure (SMILES): C1=C[C@H]2C=CO[C@@H]2O1
Lowest unoccupied orbital energy in eV: 1.0276

Structure (ORCA input):
```
! wB97M-V def2-TZVPD RIJCOSX def2/J DEFGRID3
* xyz 0 1
C -0.36557 1.20204 1.60439
C -1.21046 0.38078 0.95065
C -0.50163 -0.10696 -0.18787
C -0.25371 -1.09505 -1.36264
C 1.01510 -1.07616 -1.64811
C 0.93199 -0.05970 0.40434
H -0.81902 2.01990 2.24533
H -2.27446 0.74876 1.16287
H -0.61729 0.93562 -0.58580
H -1.13496 -1.21845 -1.99894
H 1.59369 -1.45242 -2.25523
H 1.06003 -0.99491 1.04487
O 0.88894 1.06340 1.30338
O 1.68734 -0.34685 -0.67726
*
```


Stability order, top to bottom: version x, version w


Version w
Below is a molecular structure, C6H6O2, with properties calculated with the ωB97M-V functional and the def2-TZVPD basis.

Properties
Kohn-Sham gap in eV: 8.138
Lowest unoccupied orbital energy in eV: 0.2362

Structure (ORCA input):
```
! wB97M-V def2-TZVPD RIJCOSX def2/J DEFGRID3
* xyz 0 1
C 0.41477 -1.79292 -0.21941
C 0.10507 -0.70582 0.84219
C -2.28902 -0.11756 0.12066
C 0.92930 -0.87598 -1.01411
C 0.59235 0.20929 0.03722
C 0.93139 1.63881 0.14110
O -2.17361 -0.56120 -0.93521
O -2.71076 0.34463 1.05855
H 0.10653 -2.86916 -0.41728
H -0.46581 -0.78541 1.84307
H 1.56879 -0.85093 -1.85712
H 0.11194 2.29476 0.40710
H 1.26576 2.12690 -0.86419
H 1.61331 1.94459 0.85742
*
```


Version x
Below is a single C6H6O2 molecule, with properties calculated with the ωB97M-V functional and the def2-TZVPD basis.

Properties
Kohn-Sham gap (spin up / spin down) in eV: 6.405 / 6.407
Lowest unoccupied orbital energy (spin up / spin down) in eV: -2.2418 / -2.2407

Structure (ORCA input):
```
! wB97M-V def2-TZVPD RIJCOSX def2/J DEFGRID3
* xyz 0 1
C -0.68325 1.14154 0.27155
C 0.09476 -1.00342 -0.41298
C -0.30790 -0.11053 0.80396
C -0.00814 -0.42692 2.06844
O -1.13584 -1.35600 -1.08024
C 0.66462 0.30190 -1.25772
C 1.22509 1.27372 -1.74128
O 0.93970 -1.91066 -0.20469
H -0.89913 -2.11570 -1.62852
H -1.41348 1.17441 -0.52641
H -0.40090 2.08613 0.72531
H 0.35763 -1.42744 2.27066
H -0.14573 0.26147 2.89403
H 1.71257 2.11150 -2.18212
*
```


Version y
Below is a molecular structure, C6H6O2, with properties calculated with the ωB97M-V functional and the def2-TZVPD basis.

Properties
Kohn-Sham gap in eV: 8.300
Lowest unoccupied orbital energy in eV: -0.4783

Structure (ORCA input):
```
! wB97M-V def2-TZVPD RIJCOSX def2/J DEFGRID3
* xyz 0 1
C 1.44063 0.03904 2.31551
C -0.21145 -0.44033 0.63004
C -0.42472 -0.48435 -0.70039
C -1.98992 -0.21666 -0.96649
C 0.31324 0.11495 -1.86749
C 0.41335 0.37143 -3.28547
H 0.19144 0.55725 2.67457
H 2.57555 1.00671 2.41166
H 1.81276 -1.10075 2.99928
H -1.11711 -0.22349 1.45714
H -2.21491 0.72823 -1.94226
H 0.89105 0.33181 -4.37697
O 1.17931 -0.19899 0.83274
O -2.85923 -0.48487 -0.18186
*
```


Version z
Below is a single C6H6O2 molecule, with properties calculated with the ωB97M-V functional and the def2-TZVPD basis.

Properties
Kohn-Sham gap in eV: 9.239
Structure (SMILES): C=C1O[C@@H]2C[C@@H]2C1=O
Lowest unoccupied orbital energy in eV: 0.1530

Structure (ORCA input):
```
! wB97M-V def2-TZVPD RIJCOSX def2/J DEFGRID3
* xyz 0 1
C -2.39165 -0.82296 0.15467
C -1.06541 -0.48905 -0.05443
C 1.19158 -0.38682 -0.56749
C 1.83621 0.08377 0.68547
C 0.88204 0.93250 -0.23366
C -0.56856 0.93620 -0.05213
H -3.00848 0.06450 0.38354
H -2.72726 -1.76524 0.11223
H 1.64936 -0.76329 -1.49159
H 2.88325 0.30685 0.75413
H 1.44366 -0.42013 1.57605
H 1.19711 1.74364 -0.98939
O 0.06376 -1.29670 -0.22409
O -1.38560 1.87672 -0.05333
*
```


Stability order, top to bottom: version z, version w, version x, version y


Version w
Below is a molecular structure, C4H11NO3, with properties calculated with the ωB97M-V functional and the def2-TZVPD basis.

Properties
Kohn-Sham gap in eV: 9.457
Lowest unoccupied orbital energy in eV: 0.8212

Structure (ORCA input):
```
! wB97M-V def2-TZVPD RIJCOSX def2/J DEFGRID3
* xyz 0 1
C 0.03189 -0.47448 -1.10722
C -1.35972 -0.38258 -1.69013
C -0.45652 1.71172 0.65748
C -0.42917 0.22973 0.76613
O 0.88494 0.38516 -1.83967
O -1.11021 -0.51562 1.39656
H 1.78447 0.28584 -1.50271
H 0.36963 -1.52351 -1.16672
H -1.70861 0.65065 -1.71176
H -1.35308 -0.74508 -2.72007
H -2.05917 -0.98284 -1.10992
H -1.48948 2.05264 0.57840
H 0.08992 2.09557 -0.19948
H 0.00167 2.14786 1.54536
N 1.65635 -1.40514 1.89328
O 1.47171 -0.22689 1.10240
H 0.78523 -0.53522 0.13816
H 2.16119 -1.09843 2.72394
H 0.72897 -1.66939 2.24597
*
```


Version x
Below is 2 unconnected molecules or ions with the total composition C4H11NO3, with properties calculated with the ωB97M-V functional and the def2-TZVPD basis.

Properties
Kohn-Sham gap in eV: 10.151
Structure (SMILES): CN(C)CC(=O)O.O
Lowest unoccupied orbital energy in eV: 0.7375

Structure (ORCA input):
```
! wB97M-V def2-TZVPD RIJCOSX def2/J DEFGRID3
* xyz 0 1
C 1.60742 0.23268 1.26776
N 0.40827 -0.13349 0.49322
C -0.29353 -1.24171 1.16138
C 0.81091 -0.54111 -0.88822
C -0.37786 -0.05344 -1.68138
O -0.02998 0.88487 -2.61354
O -1.52487 -0.37921 -1.55171
H 2.38920 -0.53778 1.27260
H 1.33246 0.37710 2.30978
H 1.99710 1.12920 0.78037
H -0.57396 -1.02140 2.19602
H -1.13202 -1.50263 0.52368
H 0.35322 -2.10899 1.35259
H 0.86029 -1.62152 -1.03116
H 1.68465 0.02924 -1.17479
H -0.77940 1.45821 -2.80600
H -2.89097 1.36084 0.38583
H -1.50186 1.58809 -0.07970
O -2.33907 2.08105 0.08325
*
```


Stability order, top to bottom: version x, version w